Record 1
{"formula": "C7H34O11", "method": "ωB97M-V/def2-TZVPD", "species": ["C", "O", "C", "C", "C", "C", "C", "C", "H", "H", "H", "H", "H", "H", "H", "H", "H", "H", "H", "H", "H", "H", "H", "H", "O", "H", "H", "O", "H", "H", "O", "H", "H", "O", "H", "H", "O", "H", "H", "O", "H", "H", "O", "H", "H", "O", "H", "H", "O", "H", "H", "O"], "positions_angstrom": [[-0.06352, -2.19278, -0.84464], [1.20402, -2.50657, -0.25887], [-0.34506, -0.72383, -0.67640], [-0.98710, -0.38467, 0.65530], [-2.52529, -0.29037, 0.58146], [-3.00885, 1.00011, -0.09827], [-2.62276, 2.24238, 0.63937], [-2.50527, 2.33444, 1.96763], [0.08737, -2.56382, -1.90228], [-0.87152, -2.83989, -0.38560], [1.11691, -2.66673, 0.71706], [-0.91480, -0.30402, -1.49856], [0.62713, -0.14778, -0.84426], [-0.73099, -1.12501, 1.38506], [-0.61863, 0.65988, 1.06018], [-2.96707, -0.35251, 1.57030], [-2.92142, -1.21341, -0.01220], [-2.59714, 1.05330, -1.15060], [-4.07029, 0.94110, -0.21330], [-2.56582, 3.11815, -0.01051], [-2.24161, 3.25031, 2.45539], [-2.59801, 1.53268, 2.65643], [0.36894, -3.87152, 2.53164], [0.36415, -2.38703, 2.84630], [0.85899, -3.02516, 2.32810], [2.16571, 2.66147, 0.14975], [0.89440, 2.21471, -0.49224], [1.33111, 2.28745, 0.40884], [2.03095, 0.90931, 1.06771], [2.13846, -0.61082, 1.23240], [2.35086, 0.16431, 1.64546], [1.55450, -0.56329, -2.85111], [1.26064, -0.11305, -4.31862], [0.86520, -0.19611, -3.42665], [0.20938, 1.72460, 2.98430], [1.28618, 0.66948, 2.90945], [0.58271, 1.01391, 3.46966], [-0.46203, -1.23334, -3.66432], [-2.01937, -1.41466, -3.55615], [-1.20914, -1.87824, -3.81319], [-0.54804, -1.42992, 4.73893], [-0.22983, -0.45823, 3.60513], [-0.64838, -1.34105, 3.77265], [3.51851, -1.51588, -2.06201], [2.27511, -1.57477, -1.12855], [2.80867, -0.98265, -1.77195], [3.37056, 1.32769, -1.46705], [2.41738, 2.34370, -1.95988], [3.24750, 2.24770, -1.47328], [0.67366, 1.32068, -2.63293], [0.00834, 2.72012, -2.65591], [0.65458, 2.16965, -2.20919]], "forces_ev_per_angstrom": [[0.1, -1.6, -0.9], [0.3, -0.1, 0.7], [1.1, 1.3, -0.7], [-0.1, 2.6, 0.6], [-0.2, -1.4, -1.4], [1.4, -0.7, -0.8], [-0.6, 0.2, 0.5], [0.3, 0.6, -1.0], [-0.7, 0.8, 1.0], [0.7, 0.7, -0.4], [-0.1, 0.0, -0.4], [-0.6, -0.3, -0.2], [-1.0, -0.9, 0.7], [0.3, -0.3, 0.5], [-0.5, -2.2, -0.8], [0.0, -0.1, 0.2], [0.5, 1.5, 1.0], [-0.3, 0.0, 1.0], [-0.9, 0.1, -0.1], [0.2, 0.1, 0.5], [0.0, 0.6, 0.0], [-0.1, -0.9, 0.2], [1.0, 1.3, -0.5], [-0.5, 0.9, 0.7], [-0.3, -2.3, -0.1], [1.0, 0.4, -0.2], [0.3, 0.0, 1.3], [-1.5, -0.1, -0.6], [0.0, -0.5, 0.2], [-0.8, -3.2, -1.8], [0.9, 3.4, 1.5], [0.9, -0.4, 0.4], [-0.2, -0.1, 0.7], [-0.1, 0.5, -1.4], [-0.6, 1.1, -0.7], [0.8, -0.2, -0.6], [-0.2, -0.7, 1.4], [-1.0, -0.7, -0.1], [0.3, -0.2, -0.1], [0.3, 0.7, 0.0], [-0.1, -0.1, -0.6], [-0.3, 0.1, 0.0], [0.2, 0.1, 0.8], [1.3, -0.9, -0.5], [0.7, 0.5, -0.5], [-1.9, 0.2, 1.2], [0.5, -2.2, 0.2], [0.1, 0.3, -0.1], [0.1, 1.9, -0.3], [-0.2, -1.3, -0.9], [-0.1, 0.0, -0.1], [-0.3, 1.5, 0.6]], "nbo_charge": [-0.09, -0.80, -0.46, -0.43, -0.39, -0.45, -0.16, -0.42, 0.21, 0.18, 0.52, 0.21, 0.20, 0.22, 0.22, 0.21, 0.20, 0.19, 0.22, 0.20, 0.20, 0.20, 0.48, 0.51, -0.98, 0.50, 0.50, -0.99, 0.50, 0.47, -0.98, 0.52, 0.50, -0.99, 0.48, 0.51, -0.98, 0.49, 0.46, -0.98, 0.48, 0.51, -1.00, 0.48, 0.52, -1.01, 0.48, 0.48, -0.97, 0.51, 0.50, -0.99], "fmax_ev_per_a": 3.84, "orbital_gap_ev": 9.697, "relative_energy_kcal_mol": 0.0}

=====

Record 2
{"formula": "C16H30BrN4O10", "method": "ωB97M-V/def2-TZVPD", "species": ["C", "C", "C", "Br", "O", "C", "O", "N", "C", "C", "C", "C", "N", "C", "N", "N", "C", "O", "O", "H", "H", "H", "H", "H", "H", "H", "H", "H", "H", "H", "H", "H", "H", "H", "H", "H", "H", "C", "O", "C", "O", "O", "C", "H", "H", "H", "H", "H", "H", "C", "O", "C", "O", "O", "C", "H", "H", "H", "H", "H", "H"], "positions_angstrom": [[-5.90796, -0.98878, 1.04041], [-4.80808, -0.06350, 0.54148], [-3.75342, -0.75114, -0.28509], [-4.55540, -1.51477, -1.93234], [-2.78753, 0.19348, -0.63814], [-1.50567, -0.28795, -0.67481], [-1.15269, -1.14306, -1.48207], [-0.71263, 0.31624, 0.23040], [0.53159, -0.39175, 0.53487], [0.61665, -0.96463, 1.94183], [1.81784, -1.91148, 2.06143], [1.69280, -3.15307, 1.16931], [0.52856, -3.95345, 1.58304], [-0.57832, -4.18123, 0.74790], [-1.70635, -4.60653, 1.16856], [-0.34794, -4.01558, -0.62394], [-1.36310, 1.02576, 1.42289], [-2.17732, 0.32252, 2.01746], [-0.95239, 2.15926, 1.58356], [-5.48304, -1.84866, 1.56278], [-6.53641, -1.34747, 0.22572], [-6.54503, -0.45237, 1.74596], [-5.22694, 0.74424, -0.06542], [-4.27315, 0.38892, 1.38096], [-3.29093, -1.58715, 0.23959], [0.62575, -1.18698, -0.19430], [1.39427, 0.26868, 0.37639], [0.68337, -0.16179, 2.67912], [-0.29926, -1.50624, 2.18985], [1.91151, -2.24081, 3.10262], [2.74879, -1.38658, 1.82124], [2.59743, -3.76153, 1.26187], [1.63746, -2.88486, 0.11821], [0.15569, -3.57322, 2.44401], [-1.67226, -4.78180, 2.17084], [-1.14225, -4.42930, -1.09814], [-0.31229, -3.03778, -0.90662], [1.35132, -0.99626, -3.27700], [2.77307, -0.75895, -3.34118], [3.49948, -1.61595, -2.64430], [3.09154, -2.52950, -1.97351], [4.79410, -1.30007, -2.79833], [5.68488, -2.14843, -2.07481], [0.89550, -0.19491, -3.84876], [1.10843, -1.96126, -3.71706], [0.99833, -0.96351, -2.25444], [5.58713, -3.18167, -2.40372], [5.48771, -2.09215, -1.00553], [6.68271, -1.77771, -2.29178], [0.06709, 5.00941, 1.94268], [-0.31478, 5.80832, 0.80640], [0.68284, 6.39847, 0.17870], [1.85297, 6.35555, 0.46758], [0.18300, 7.08391, -0.86258], [1.16786, 7.76171, -1.63786], [-0.85046, 4.58419, 2.33058], [0.71766, 4.19733, 1.63414], [0.55708, 5.64066, 2.68332], [1.87989, 7.05536, -2.06149], [1.70336, 8.49160, -1.03234], [0.62131, 8.26277, -2.43209]], "forces_ev_per_angstrom": [[0.0, 0.1, 0.0], [-0.2, 0.1, -0.1], [0.3, 0.2, 0.1], [0.0, -0.1, -0.1], [-0.1, 0.1, -0.2], [0.6, -0.1, 0.1], [-0.4, 0.2, 0.3], [-0.2, -1.0, 0.0], [0.4, 0.6, -0.2], [0.1, -0.2, 0.1], [-0.1, 0.0, -0.1], [0.1, -0.1, 0.2], [-0.5, 0.7, -0.1], [0.5, 0.0, -0.2], [0.0, -0.1, 0.0], [-0.3, -0.2, 0.0], [-0.3, -0.3, -0.5], [-0.1, -0.2, 0.5], [0.4, 0.8, 0.3], [0.0, 0.0, 0.0], [0.0, -0.1, 0.0], [0.0, 0.0, 0.0], [0.0, 0.0, 0.0], [0.0, -0.1, -0.1], [-0.1, -0.1, -0.1], [0.0, -0.1, 0.0], [-0.1, 0.1, 0.0], [0.0, 0.0, 0.0], [-0.1, 0.1, -0.1], [0.0, 0.0, 0.0], [0.0, 0.0, 0.0], [0.0, 0.0, 0.1], [-0.1, -0.1, 0.0], [0.2, -0.3, 0.2], [0.0, 0.0, 0.0], [0.0, 0.1, 0.0], [0.2, 0.0, 0.0], [0.0, 0.1, -0.1], [0.0, -0.1, -0.1], [0.1, 0.0, 0.1], [0.0, 0.0, 0.0], [0.0, 0.0, 0.0], [0.1, 0.0, 0.0], [0.0, 0.0, 0.0], [0.0, 0.0, 0.0], [0.0, 0.0, 0.0], [0.0, 0.0, 0.0], [0.0, 0.0, 0.0], [0.0, 0.0, 0.0], [0.0, 0.0, 0.1], [0.0, 0.0, 0.0], [0.0, 0.0, 0.0], [0.0, 0.0, 0.0], [0.0, 0.0, 0.0], [0.0, 0.0, -0.1], [0.0, 0.0, -0.1], [0.0, 0.0, 0.0], [0.0, 0.0, 0.0], [0.0, 0.0, 0.0], [0.0, 0.0, 0.0], [0.0, 0.0, 0.0]], "nbo_charge": [-0.61, -0.47, 0.13, -0.10, -0.53, 0.91, -0.70, -0.52, -0.22, -0.43, -0.41, -0.23, -0.64, 0.59, -0.77, -0.86, 0.90, -0.76, -0.73, 0.21, 0.21, 0.20, 0.20, 0.27, 0.21, 0.21, 0.19, 0.22, 0.22, 0.20, 0.20, 0.19, 0.22, 0.37, 0.32, 0.39, 0.41, -0.26, -0.49, 0.98, -0.65, -0.50, -0.25, 0.20, 0.19, 0.22, 0.19, 0.19, 0.19, -0.25, -0.48, 0.98, -0.66, -0.50, -0.25, 0.22, 0.21, 0.17, 0.19, 0.19, 0.19], "fmax_ev_per_a": 1.00, "orbital_gap_ev": 8.215, "total_charge": -1, "relative_energy_kcal_mol": 0.0}

=====

The evaluated calculated total energy for the records listed, in turn: -30333.8566; -113560.3305 eV.